Here is 2 unconnected molecules or ions with the total composition C36H49BrFN2O7 in a non-equilibrium geometry from the OMol25 dataset. Energies are from the ωB97M-V functional and the def2-TZVPD basis.

Computed properties:
gap between HOMO and LUMO = 7.56 eV
calculated total energy = -4709.8751 Eh
LUMO = -2.875 eV

The geometry in ORCA input format:
```
! wB97M-V def2-TZVPD RIJCOSX def2/J DEFGRID3
* xyz 1 1
C -5.951 -1.098 -0.136
C -4.609 -1.473 -0.450
C -3.044 -1.795 -0.643
N -2.007 -0.744 -0.458
C -2.056 0.113 0.782
C -2.831 -0.455 2.089
O -2.353 0.135 3.384
C -1.121 -0.599 3.825
C 0.398 0.078 3.648
C 1.798 -0.699 4.069
C 3.233 0.105 3.793
C 1.747 -2.212 4.702
C 0.250 -2.876 4.929
C -1.145 -2.103 4.504
C -2.567 -2.872 4.783
C -2.818 -4.050 3.666
C -2.471 -3.480 6.332
C -2.475 1.639 0.299
N -1.232 2.200 -0.349
C -0.338 2.914 0.605
O 0.460 4.037 0.007
C 1.544 4.220 1.029
C 1.216 5.173 2.322
C 2.246 5.459 3.566
C 3.726 4.732 3.526
C 4.096 3.764 2.214
C 3.014 3.497 0.967
C -0.594 1.329 -1.371
Br 1.141 0.435 -0.844
C -0.252 2.257 -2.673
C 1.267 2.783 -2.868
C 2.099 1.812 -3.950
O 2.756 2.629 -5.009
C 4.067 3.019 -4.468
C 5.382 1.999 -4.437
O 4.159 4.287 -3.981
C -1.601 0.030 -1.731
C -2.766 0.371 -2.793
C -2.352 -0.288 -4.278
C -2.954 -1.798 -4.501
F -1.947 -2.849 -4.105
H -7.144 -1.058 -0.174
H -2.899 -2.248 -1.738
H -2.770 -2.701 0.085
H -1.127 -1.331 -0.280
H -0.933 0.253 1.175
H -2.816 -1.646 2.152
H -3.967 -0.100 2.007
H 0.516 1.158 3.207
H 3.420 0.859 4.669
H 4.128 -0.643 3.683
H 3.135 0.759 2.803
H 2.767 -2.728 4.955
H 0.239 -3.959 5.423
H -3.418 -2.052 4.828
H -1.773 -4.287 3.175
H -3.180 -5.004 4.259
H -3.584 -3.669 2.860
H -2.242 -2.645 7.136
H -3.507 -4.001 6.590
H -1.652 -4.308 6.456
H -2.815 2.202 1.284
H -3.437 1.655 -0.407
H -1.055 3.480 1.377
H 0.329 2.222 1.308
H 0.146 5.688 2.394
H 1.878 6.136 4.456
H 4.515 4.869 4.408
H 5.163 3.255 2.265
H 3.285 2.784 0.058
H -0.566 1.772 -3.719
H -0.948 3.224 -2.582
H 1.884 3.029 -1.910
H 1.183 3.823 -3.453
H 1.344 1.099 -4.538
H 2.868 1.171 -3.320
H 5.308 1.302 -3.476
H 5.395 1.325 -5.404
H 6.362 2.679 -4.395
H -0.851 -0.701 -2.314
H -2.895 1.535 -3.035
H -3.842 -0.010 -2.601
H -2.822 0.399 -5.129
H -1.181 -0.268 -4.442
H -3.251 -1.973 -5.637
H -3.892 -1.993 -3.817
C 1.034 -3.614 -3.776
C 1.894 -4.820 -3.970
O 3.207 -4.300 -3.888
C 3.131 -3.142 -3.170
O 4.097 -2.519 -2.763
O 1.833 -2.772 -2.966
H 0.091 -3.851 -3.275
H 0.817 -3.098 -4.717
H 1.757 -5.563 -3.177
H 1.726 -5.299 -4.939
*
```

=====

Here is a molecular structure, C34H26CrF3N2O3 in a non-equilibrium geometry from the OMol25 dataset. Energies are from the ωB97M-V functional and the def2-TZVPD basis.

Computed properties:
expectation value of S² = 3.803
gap between HOMO and LUMO (spin up / spin down) = 6.93 / 5.58 eV
calculated total energy = -2989.8231 Eh
ΔE to the lowest compared entry with this formula, charge and spin = 30.67 kcal/mol
LUMO (spin up / spin down) = -5.438 / -7.851 eV

The geometry in ORCA input format:
```
! wB97M-V def2-TZVPD RIJCOSX def2/J DEFGRID3
* xyz 2 4
O 4.406 1.095 -5.059
C 4.089 0.229 -4.343
Cr 3.560 -1.091 -3.088
C 2.344 0.224 -2.509
O 1.684 1.130 -2.152
C 4.813 -0.309 -1.851
O 5.557 0.224 -1.131
C 4.591 -2.822 -4.087
C 3.413 -2.464 -4.770
C 2.204 -2.404 -4.068
C 2.163 -2.680 -2.682
C 0.896 -2.515 -1.946
C -0.256 -2.330 -1.594
C -1.442 -1.675 -1.062
C -2.532 -1.283 -2.039
C -3.858 -1.112 -1.622
C -4.868 -0.902 -2.579
C -4.514 -0.680 -3.922
C -3.161 -0.565 -4.272
C -2.174 -0.804 -3.317
C 3.369 -2.905 -1.991
C 4.581 -3.009 -2.695
H 5.524 -2.921 -4.637
H 3.444 -2.302 -5.844
H 1.271 -2.148 -4.577
H -1.841 -2.212 -0.178
H -4.076 -1.053 -0.546
H -5.917 -0.840 -2.258
H -5.294 -0.548 -4.678
H -2.872 -0.210 -5.256
H -1.143 -0.537 -3.502
H 3.322 -3.016 -0.910
H 5.492 -3.269 -2.173
C -1.807 2.600 0.751
N -2.091 1.667 1.808
C -1.173 0.868 2.374
H -1.042 -0.699 -0.860
C 0.297 1.025 2.262
C 0.819 1.886 3.234
C 2.181 2.139 3.273
C 2.992 1.508 2.341
C 4.461 1.856 2.456
F 5.267 0.809 2.148
F 4.809 2.875 1.609
F 4.806 2.256 3.725
C 2.501 0.660 1.336
C 1.133 0.425 1.295
N -1.845 -0.001 3.150
C -1.243 -1.176 3.721
C -3.145 0.480 3.391
C -3.302 1.579 2.518
C -4.078 2.684 2.859
C -4.628 2.679 4.148
C -4.478 1.583 5.010
C -3.766 0.434 4.635
H -2.707 3.188 0.566
H -0.965 3.240 1.052
H -1.535 2.065 -0.176
H 0.149 2.346 3.943
H 2.564 2.802 4.038
H 3.213 0.213 0.631
H 0.740 -0.221 0.511
H -1.987 -1.654 4.360
H -0.945 -1.880 2.918
H -0.340 -0.893 4.289
H -4.109 3.545 2.184
H -5.116 3.586 4.501
H -4.843 1.644 6.035
H -3.560 -0.415 5.301
*
```

=====

Here is 12 unconnected molecules or ions with the total composition C72H152F12N8O12S4 in a non-equilibrium geometry from the OMol25 dataset. Energies are from the ωB97M-V functional and the def2-TZVPD basis.

Computed properties:
gap between HOMO and LUMO = 5.59 eV
calculated total energy = -6965.1800 Eh
LUMO = -7.437 eV

The geometry in ORCA input format:
```
! wB97M-V def2-TZVPD RIJCOSX def2/J DEFGRID3
* xyz 4 1
C 6.169 5.506 2.288
C 6.160 4.605 1.075
C 5.966 3.087 1.492
N 5.344 2.157 0.373
C 3.819 2.568 0.234
C 6.160 2.318 -0.993
C 6.304 0.900 -1.647
C 5.546 -0.044 -0.662
C 5.474 0.673 0.747
H 6.333 6.552 2.029
H 7.004 5.242 2.936
H 5.279 5.492 2.916
H 7.080 4.734 0.505
H 5.354 4.973 0.440
H 5.226 3.031 2.290
H 6.889 2.632 1.851
H 3.445 1.857 -0.503
H 3.729 3.540 -0.250
H 3.258 2.442 1.160
H 5.743 2.989 -1.743
H 7.133 2.769 -0.801
H 5.704 0.870 -2.557
H 7.357 0.680 -1.820
H 4.570 -0.326 -1.056
H 5.958 -1.049 -0.571
H 4.725 0.365 1.477
H 6.461 0.544 1.191
C -5.000 9.302 -2.558
C -5.407 7.879 -2.332
C -6.267 7.091 -3.355
N -6.501 5.580 -3.045
C -7.519 5.519 -1.917
C -5.313 4.824 -2.576
C -5.528 3.352 -2.859
C -6.527 3.320 -4.095
C -7.138 4.730 -4.197
H -5.623 9.884 -3.238
H -4.011 9.268 -3.015
H -5.082 9.971 -1.702
H -5.857 7.907 -1.339
H -4.555 7.232 -2.125
H -5.793 7.269 -4.320
H -7.224 7.593 -3.496
H -7.845 4.493 -1.745
H -8.462 6.021 -2.134
H -7.106 6.004 -1.033
H -5.093 5.131 -1.554
H -4.434 5.148 -3.133
H -5.861 2.859 -1.945
H -4.585 2.812 -2.944
H -7.303 2.578 -3.904
H -6.013 3.154 -5.042
H -8.224 4.811 -4.171
H -6.705 5.137 -5.111
C -3.496 -5.618 -0.431
C -3.934 -7.016 -0.327
C -3.207 -7.869 0.696
N -3.737 -9.318 0.697
C -5.200 -9.492 1.170
C -2.808 -10.264 1.506
C -2.287 -11.358 0.445
C -3.298 -11.316 -0.662
C -3.631 -9.802 -0.724
H -4.102 -4.975 -1.070
H -2.522 -5.671 -0.917
H -3.236 -5.192 0.538
H -3.773 -7.520 -1.280
H -5.003 -7.050 -0.115
H -3.356 -7.518 1.716
H -2.162 -7.817 0.392
H -5.437 -10.524 0.913
H -5.876 -8.924 0.530
H -5.363 -9.248 2.220
H -3.373 -10.657 2.351
H -2.041 -9.666 1.997
H -2.203 -12.407 0.732
H -1.310 -11.024 0.095
H -4.188 -11.901 -0.432
H -2.960 -11.628 -1.650
H -4.511 -9.487 -1.284
H -2.682 -9.344 -1.002
C -1.987 3.049 -0.968
C -0.902 3.204 -2.002
C -0.809 2.049 -3.046
N 0.375 2.151 -4.039
C 0.199 0.987 -5.106
C 0.603 3.507 -4.705
C 1.961 4.051 -4.452
C 2.691 2.743 -4.197
C 1.720 1.950 -3.327
H -2.088 3.764 -0.151
H -1.863 2.091 -0.465
H -2.944 2.858 -1.454
H 0.018 3.573 -1.548
H -1.271 4.039 -2.597
H -1.693 2.100 -3.682
H -0.693 1.100 -2.522
H 0.399 0.123 -4.472
H 1.034 1.034 -5.805
H -0.662 1.143 -5.755
H 0.593 3.414 -5.791
H -0.307 4.085 -4.545
H 2.271 4.560 -5.365
H 1.897 4.690 -3.571
H 3.023 2.139 -5.042
H 3.527 3.048 -3.568
H 1.924 0.904 -3.097
H 1.677 2.478 -2.374
C 4.606 8.582 2.308
C 3.209 8.394 1.733
C 2.825 6.862 1.415
N 1.354 6.664 0.787
C 1.027 5.180 0.331
C 0.910 4.109 1.554
C 0.040 4.640 2.696
C 0.271 6.119 3.042
C 0.296 7.067 1.855
C 1.121 7.532 -0.443
H 4.645 9.573 2.761
H 5.430 8.440 1.609
H 4.783 7.781 3.025
H 3.100 9.114 0.922
H 2.460 8.800 2.414
H 2.822 6.183 2.267
H 3.489 6.518 0.622
H 1.817 4.852 -0.345
H 0.085 5.234 -0.215
H 1.844 3.917 2.082
H 0.629 3.143 1.137
H 0.049 3.924 3.518
H -0.950 4.560 2.246
H 1.115 6.298 3.708
H -0.676 6.325 3.542
H 0.456 8.129 2.039
H -0.700 6.927 1.436
H 1.836 7.112 -1.149
H 1.362 8.561 -0.175
H 0.101 7.423 -0.812
C -1.219 -4.561 2.625
C -0.537 -3.871 3.874
C 0.640 -2.881 3.574
N 1.468 -2.464 4.816
C 0.548 -1.857 5.912
C 1.321 -1.228 7.087
C 2.301 -0.123 6.706
C 3.213 -0.604 5.582
C 2.406 -1.280 4.374
C 2.234 -3.688 5.364
H -0.535 -5.222 2.094
H -1.459 -3.750 1.937
H -2.084 -5.190 2.837
H -0.073 -4.712 4.389
H -1.311 -3.474 4.531
H 0.248 -1.999 3.066
H 1.342 -3.256 2.829
H -0.127 -1.179 5.390
H 0.035 -2.723 6.329
H 0.468 -0.921 7.692
H 1.801 -2.054 7.612
H 1.712 0.729 6.369
H 2.873 0.258 7.552
H 3.786 0.284 5.315
H 3.990 -1.319 5.853
H 1.788 -0.498 3.931
H 3.058 -1.766 3.647
H 2.688 -4.111 4.468
H 1.486 -4.388 5.737
H 2.996 -3.303 6.042
C -1.488 1.314 3.128
C -2.557 0.224 3.278
C -3.569 0.536 2.200
N -4.990 -0.115 2.446
C -4.840 -1.544 2.932
C -4.258 -2.467 1.931
C -5.007 -2.413 0.610
C -5.246 -1.063 0.058
C -5.802 -0.045 1.105
C -5.703 0.616 3.630
H -0.882 1.322 2.222
H -0.794 1.146 3.952
H -1.920 2.303 3.281
H -2.989 0.338 4.272
H -2.061 -0.740 3.163
H -3.300 0.193 1.201
H -3.790 1.603 2.240
H -4.297 -1.527 3.877
H -5.888 -1.773 3.127
H -3.187 -2.292 1.822
H -4.363 -3.473 2.337
H -4.592 -3.038 -0.181
H -6.010 -2.799 0.791
H -4.379 -0.793 -0.545
H -5.970 -1.263 -0.732
H -5.789 0.965 0.697
H -6.857 -0.226 1.310
H -6.323 -0.054 4.226
H -6.322 1.377 3.155
H -4.985 1.218 4.186
C 0.106 -3.284 -3.698
C 0.962 -4.315 -2.972
C 2.355 -3.744 -2.590
N 3.372 -4.865 -2.109
C 4.744 -4.223 -1.775
C 4.632 -3.294 -0.577
C 3.936 -4.016 0.636
C 2.667 -4.850 0.349
C 2.920 -5.750 -0.898
C 3.580 -5.891 -3.233
H 0.666 -2.854 -4.529
H -0.020 -2.507 -2.945
H -0.894 -3.551 -4.041
H 1.141 -5.090 -3.717
H 0.398 -4.637 -2.097
H 2.318 -2.986 -1.807
H 2.850 -3.239 -3.419
H 5.117 -3.658 -2.629
H 5.451 -5.032 -1.593
H 4.175 -2.322 -0.764
H 5.572 -3.089 -0.063
H 3.716 -3.213 1.340
H 4.619 -4.743 1.075
H 1.782 -4.222 0.241
H 2.464 -5.366 1.288
H 2.013 -6.285 -1.180
H 3.711 -6.460 -0.654
H 3.701 -5.337 -4.164
H 2.692 -6.521 -3.272
H 4.421 -6.562 -3.058
C 3.712 -1.231 -5.546
F 3.557 -0.099 -6.149
F 3.733 -1.066 -4.241
F 2.702 -1.986 -5.841
S 5.350 -2.074 -6.071
O 5.209 -3.349 -5.370
O 5.265 -2.173 -7.535
O 6.419 -1.160 -5.610
C -4.325 -0.202 -3.365
F -3.586 0.643 -2.552
F -3.900 -1.510 -3.218
F -5.630 -0.160 -3.131
S -4.028 0.295 -5.261
O -2.928 -0.490 -5.705
O -5.324 0.051 -5.837
O -3.623 1.708 -5.123
C 7.108 -1.935 4.669
F 6.554 -0.752 4.756
F 8.374 -1.792 4.398
F 7.005 -2.558 5.890
S 6.342 -2.985 3.229
O 5.970 -2.015 2.144
O 7.358 -3.979 2.872
O 5.097 -3.530 3.804
C -0.683 -1.099 -0.176
F -0.608 -2.418 -0.362
F -1.417 -0.551 -1.154
F -1.201 -0.885 1.048
S 1.154 -0.458 -0.195
O 1.865 -1.208 0.841
O 1.811 -0.669 -1.522
O 1.037 0.989 0.029
*
```